Entry 1:
22
Properties=species:S:1:pos:R:3 method="wB97M-V/def2-TZVPD" energy_ev=-18199.834 lumo_energy_ev=-3.64 charge=+1 orbital_gap_ev=8.6 e_above_lowest_kj_mol=116.0
C 1.15054 0.09194 -2.75880
C 0.10864 -0.65860 -1.94538
S -1.17923 -1.35918 -3.02900
H 0.70028 0.77561 -3.47579
H 1.80549 -0.58083 -3.30968
H 1.80455 0.65778 -2.08661
H 0.56957 -1.44087 -1.33706
H -0.41455 -0.00342 -1.24052
H -1.90293 -1.86958 -2.02688
N 1.22461 0.77308 0.73972
C 0.34048 -0.11977 1.57437
C -0.97836 0.59321 1.87969
N -1.68987 -0.22074 2.85941
H 0.72503 1.12001 -0.08515
H 1.54959 1.58960 1.26132
H 2.03638 0.26742 0.38154
H 0.18315 -1.03429 1.01173
H 0.85445 -0.31699 2.50942
H -0.73407 1.54397 2.35729
H -1.53869 0.74036 0.94956
H -2.33921 0.35446 3.38326
H -2.27583 -0.90317 2.38755

---

Entry 2:
12
Properties=species:S:1:pos:R:3 method="wB97M-V/def2-TZVPD" energy_ev=-31107.636 lumo_energy_ev=0.68 smiles=SCc1ocnc1Cl charge=0 orbital_gap_ev=9.9 e_above_lowest_kj_mol=7.0
S -2.52599 -0.59330 -0.54563
C -1.20231 -0.56895 0.71287
C 0.05753 0.06406 0.25752
O 0.09393 1.42592 0.12203
C 1.32123 1.68049 -0.35206
N 2.06797 0.65009 -0.54539
C 1.26118 -0.40244 -0.14414
Cl 1.73584 -2.04407 -0.17328
H -1.81631 -1.28668 -1.44246
H -1.62366 -0.03934 1.56895
H -0.96536 -1.59829 1.01697
H 1.59596 2.71250 -0.47538

---

Entry 3:
89
Properties=species:S:1:pos:R:3 method="wB97M-V/def2-TZVPD" energy_ev=-90441.518 lumo_energy_ev=-0.51 charge=0 orbital_gap_ev=8.2
C -3.81687 -1.14321 -3.99943
C -4.46164 0.20419 -4.38820
I -3.26954 0.98683 -6.04487
C -4.45712 1.27771 -3.23477
I -6.43695 1.42509 -2.32782
C -3.37738 1.00379 -2.16891
C -3.60958 0.18848 -1.11205
C -2.59091 -0.13161 -0.11190
C -2.90830 -1.09768 1.03234
B -3.58888 -2.42439 0.46445
O -4.36363 -3.22454 1.29544
O -3.41410 -2.85763 -0.85025
C -1.35865 0.43370 -0.25390
C -1.11029 1.31326 -1.34641
N 0.04305 1.96383 -1.60470
S -0.19991 2.86419 -2.92465
N -1.74828 2.49757 -3.32427
C -2.09422 1.65793 -2.35351
H -2.78738 -1.06352 -3.62836
H -3.76299 -1.74977 -4.92538
H -4.47367 -1.71446 -3.32136
H -5.50945 0.06586 -4.69145
H -4.24268 2.24927 -3.70428
H -4.60168 -0.26618 -1.01869
H -3.60378 -0.59202 1.72988
H -1.98081 -1.31757 1.60042
H -4.25051 -4.15700 1.06765
H -4.30144 -3.10636 -1.17446
H -0.57476 0.19631 0.47000
F 4.97254 1.43999 2.76331
C 4.38324 2.29790 1.90541
C 4.88724 3.57759 1.77680
C 4.28077 4.45717 0.89035
C 3.17543 4.04876 0.15406
C 2.67822 2.75963 0.29800
C 3.28968 1.87538 1.17637
H 5.74452 3.87831 2.36579
H 4.66961 5.46119 0.77359
H 2.70107 4.73787 -0.53417
H 1.81404 2.44200 -0.27287
H 2.92218 0.86373 1.29692
F -0.43368 -0.72154 2.47218
C -0.03767 -1.44077 3.54932
C -0.28103 -0.94677 4.81422
C 0.12171 -1.68765 5.91650
C 0.76910 -2.90301 5.73780
C 1.00985 -3.38233 4.45750
C 0.59930 -2.64962 3.35309
H -0.77982 0.00680 4.93184
H -0.06886 -1.31603 6.91485
H 1.08662 -3.47694 6.59894
H 1.51841 -4.32742 4.31829
H 0.77053 -3.01023 2.34647
F -5.64760 -4.07739 -2.09150
C -6.93981 -3.92992 -2.48819
C -7.90532 -4.73297 -1.91622
C -9.22726 -4.58628 -2.31067
C -9.56365 -3.64760 -3.27716
C -8.57934 -2.85135 -3.84589
C -7.25749 -2.98817 -3.44619
H -7.62212 -5.46427 -1.17000
H -9.99497 -5.20470 -1.86430
H -10.59516 -3.53738 -3.58670
H -8.84029 -2.12235 -4.60212
H -6.48062 -2.37076 -3.87306
F 7.05740 7.07464 -0.79888
C 6.71168 6.35654 -1.88461
C 6.22935 7.01082 -3.00151
C 5.87795 6.26854 -4.12061
C 6.00314 4.88491 -4.10488
C 6.48517 4.24257 -2.97195
C 6.84722 4.98294 -1.85596
H 6.13152 8.08880 -2.99135
H 5.50570 6.76945 -5.00497
H 5.72428 4.30760 -4.97742
H 6.57891 3.16438 -2.95714
H 7.23258 4.50021 -0.96696
F 3.11177 -2.71873 5.64660
C 4.28942 -2.50408 5.02795
C 4.32625 -1.69693 3.90738
C 5.54098 -1.47289 3.27425
C 6.69819 -2.06605 3.76305
C 6.64328 -2.87870 4.88784
C 5.43219 -3.09631 5.52948
H 3.41165 -1.25023 3.53797
H 5.58520 -0.83747 2.40150
H 7.64436 -1.89348 3.26554
H 7.54469 -3.34380 5.26611
H 5.37049 -3.71948 6.41244

---

Entry 4:
62
Properties=species:S:1:pos:R:3 method="wB97M-V/def2-TZVPD" energy_ev=-41103.026 lumo_energy_ev="-7.57 / -7.84" s2=3.92 multiplicity=4 charge=+2 orbital_gap_ev="6.4 / 6.7" e_above_lowest_kj_mol=0.0
P 0.13974 -1.94108 1.50179
P 0.31551 2.26435 0.25240
C 1.34084 -0.01453 -0.63619
C 1.74538 1.41174 -0.68360
H 0.57694 -0.15596 -1.49822
H 2.17730 -0.69520 -0.77380
H 2.71253 1.53715 -0.15703
H 1.75754 1.83132 -1.70786
C -1.20239 3.24938 -0.24793
H -1.40673 3.90459 0.62322
H -2.08930 2.60349 -0.38189
H -1.03839 3.84304 -1.16399
C 1.40470 3.66209 0.64666
H 1.26184 4.40307 -0.15140
H 2.46750 3.37165 0.63885
H 1.11818 4.06786 1.62088
C -0.81939 -3.14299 0.50233
H -0.72312 -4.12964 0.97399
H -0.35154 -3.16064 -0.48752
H -1.87644 -2.83740 0.44060
C 1.84055 -2.52144 1.08730
H 2.54762 -1.68547 1.15939
H 1.76910 -2.94054 0.07751
H 2.10915 -3.31461 1.79418
Tc -0.52890 -0.23728 0.08097
C -0.02916 1.29896 -3.16813
C -1.21501 0.99366 -2.56175
C -2.24062 0.37063 -3.47592
C -1.73736 -1.01125 -3.92659
C -0.94224 -1.62271 -2.80461
C 0.40278 -1.65690 -2.81286
C 1.24328 -0.90097 -3.80866
C 0.62861 0.47721 -4.24678
C 0.02665 -2.72438 3.15517
H 0.39933 2.30671 -3.10386
H -1.63949 1.50192 -1.70089
H -2.37935 1.04271 -4.35394
H -3.23477 0.24635 -3.03209
H -2.56725 -1.67501 -4.22428
H -1.16299 -0.90253 -4.86270
H -1.54867 -1.99038 -1.97530
H 1.00214 -2.27040 -2.12922
H 1.46468 -1.50519 -4.70538
H 2.22999 -0.66353 -3.39707
H 1.43309 1.11051 -4.64204
H -0.02690 0.30172 -5.10761
H 0.64961 -2.23863 3.93175
H 0.46228 -3.71944 2.90090
H -1.01419 -2.83536 3.52561
C -1.67372 0.02213 4.61295
C -0.49107 0.71920 3.95362
C 0.82008 0.39955 4.68766
C -0.41428 0.67943 2.32407
H -1.66444 -1.06767 4.53232
H -2.61561 0.35068 4.17641
H -1.69496 0.27240 5.68504
H -0.64718 1.81652 4.09703
H 1.15424 -0.64332 4.62754
H 1.64836 1.00082 4.30876
H 0.75618 0.62959 5.76292
H 0.60683 1.13109 2.20004
H -1.23714 1.38295 2.04723